1.
C16H16N7O2S2Sm | wB97M-V/def2-TZVPD

The geometry in XYZ format:
```
44
Properties=species:S:1:pos:R:3
Sm 0.568 -2.033 0.270
O 0.551 2.671 -0.165
C -0.339 2.762 0.859
C -0.843 4.033 1.122
C -1.723 4.233 2.168
C -2.112 3.166 2.971
C -1.608 1.908 2.709
C -0.724 1.672 1.657
C -0.229 0.288 1.420
O 0.159 0.059 0.130
N -0.205 -0.518 2.417
N -0.005 -1.957 2.488
C 1.284 -2.445 2.634
C 2.444 -1.952 2.032
C 3.381 -2.979 1.369
C 3.118 -2.679 -0.101
C 3.282 -1.322 -0.476
C 3.092 -0.346 0.496
N 2.522 -0.643 1.670
H 0.749 1.718 -0.245
H -0.516 4.851 0.495
H -2.108 5.226 2.358
H -2.798 3.321 3.792
H -1.888 1.061 3.322
H 1.290 -3.483 2.954
H 3.017 -3.977 1.625
H 3.444 -3.432 -0.815
H 3.595 -1.047 -1.477
H 3.279 0.704 0.310
C -1.503 0.548 -4.450
C -2.217 -0.070 -3.310
N -3.477 0.046 -3.047
N -3.652 -0.681 -1.903
C -2.532 -1.238 -1.431
S -2.365 -2.124 -0.015
N -1.600 -0.862 -2.362
N -0.241 -1.165 -2.277
H -2.225 1.088 -5.057
H -1.016 -0.205 -5.070
H -0.747 1.251 -4.097
H -4.554 -0.739 -1.462
H 0.081 -1.507 -3.176
H 0.252 -0.310 -2.022
S 5.118 -2.894 1.690
```

* E_HOMO (spin up / spin down): -0.2350 / -0.2474 Ha
* orbital gap (spin up / spin down): 0.184 / 0.206 Eh
* LUMO (spin up / spin down): -1.376 / -1.122 eV
* multiplicity: 6
* DFT total energy: -2607.272195 Eh

2.
C16H16O3 | wB97M-V/def2-TZVPD

The geometry in XYZ format:
```
35
Properties=species:S:1:pos:R:3
C -2.655 -3.212 -0.402
C -1.623 -2.685 -1.388
C -0.561 -3.727 -1.723
O -1.004 -1.546 -0.774
C -0.480 -0.618 -1.580
O -0.511 -0.671 -2.787
C 0.128 0.490 -0.804
C 0.610 1.541 -1.494
C 1.277 2.694 -0.975
C 1.719 3.057 0.280
C 2.338 4.314 0.136
C 2.234 4.635 -1.186
O 1.603 3.670 -1.861
C 0.131 0.352 0.664
C 0.935 -0.601 1.281
C 0.919 -0.743 2.657
C 0.093 0.056 3.429
C -0.717 1.001 2.821
C -0.698 1.150 1.446
H -3.172 -4.066 -0.828
H -3.381 -2.437 -0.167
H -2.163 -3.514 0.519
H -2.108 -2.349 -2.314
H 0.156 -3.312 -2.428
H -0.037 -4.028 -0.819
H -1.027 -4.600 -2.172
H 0.504 1.521 -2.572
H 1.619 2.489 1.182
H 2.797 4.899 0.907
H 2.560 5.492 -1.741
H 1.579 -1.223 0.677
H 1.551 -1.481 3.128
H 0.078 -0.058 4.503
H -1.366 1.623 3.419
H -1.328 1.885 0.968
```

* E_HOMO: -0.3002 Ha
* orbital gap: 0.305 Eh
* structure (SMILES): CC(C)OC(=O)/C(=C/c1ccco1)c1ccccc1
* LUMO: 0.120 eV
* multiplicity: 1
* DFT total energy: -845.004657 Eh

3.
C16H17BKN5O2S | wB97M-V/def2-TZVPD

The geometry in XYZ format:
```
43
Properties=species:S:1:pos:R:3
K 0.932 0.835 -0.693
S 0.452 -0.708 2.125
C -0.461 -2.054 1.605
N -0.510 -3.209 2.166
N -1.366 -4.138 1.580
C -1.368 -5.419 2.050
C -0.707 -5.784 3.232
C -0.767 -7.092 3.683
C -1.470 -8.071 2.991
C -2.123 -7.710 1.816
C -2.076 -6.411 1.348
N -1.372 -1.716 0.544
N -1.076 -2.160 -0.573
C -1.986 -1.753 -1.596
C -2.543 -2.756 -2.378
C -3.434 -2.423 -3.385
C -3.742 -1.092 -3.635
C -3.148 -0.089 -2.881
C -2.271 -0.413 -1.858
H -1.632 -4.006 0.615
H -0.154 -5.025 3.764
H -0.244 -7.352 4.597
H -1.506 -9.091 3.354
H -2.675 -8.453 1.251
H -2.590 -6.143 0.432
H -2.271 -3.788 -2.186
H -3.884 -3.205 -3.986
H -4.432 -0.836 -4.429
H -3.361 0.954 -3.079
H -1.789 0.385 -1.307
C 3.176 -2.258 -1.425
C 3.617 -0.901 -1.993
O 4.794 -0.781 -2.366
O 2.716 -0.010 -1.994
H 3.897 -3.038 -1.667
H 2.186 -2.524 -1.797
H 3.092 -2.177 -0.338
B -3.154 4.148 -1.764
C -1.811 3.360 -1.445
N -0.841 2.773 -1.212
H -3.093 5.244 -1.237
H -4.082 3.499 -1.316
H -3.248 4.256 -2.976
```

* E_HOMO: -0.0780 Ha
* orbital gap: 0.238 Eh
* charge: -2
* LUMO: 4.359 eV
* multiplicity: 1
* DFT total energy: -2067.215860 Eh

4.
C16H17BrN4O2 | wB97M-V/def2-TZVPD

The geometry in XYZ format:
```
40
Properties=species:S:1:pos:R:3
C 4.920 -0.435 -0.357
C 4.287 0.957 0.148
C 2.706 0.884 0.347
Br 2.304 1.782 2.071
C 1.851 1.398 -0.884
C 2.723 1.152 -2.187
N 3.331 1.090 -3.175
C 0.452 0.641 -1.066
C -0.170 0.024 0.153
C -1.474 -0.677 -0.171
C -1.894 -0.639 -1.596
N -1.314 -0.034 -2.686
C -0.126 0.623 -2.434
C 1.507 2.951 -0.878
C 0.166 3.295 -0.109
N -0.693 3.616 0.602
O 2.615 3.809 -0.469
C 2.980 4.544 -1.589
N 3.653 4.969 -2.442
H 5.957 -0.177 -0.748
H 4.317 -0.861 -1.211
H 5.035 -1.151 0.515
H 4.645 1.845 -0.445
H 4.718 1.095 1.194
H 2.469 -0.217 0.506
H 0.254 0.069 1.186
H -2.090 -1.208 0.626
H -2.852 -1.206 -1.819
H 0.371 1.135 -3.313
H 1.284 3.229 -1.959
C -5.898 -2.155 2.278
C -4.669 -2.976 1.990
C -4.739 -4.453 2.275
O -3.659 -2.466 1.546
H -5.704 -1.111 2.027
H -6.734 -2.512 1.673
H -6.147 -2.219 3.339
H -5.524 -4.911 1.669
H -4.938 -4.618 3.336
H -3.785 -4.916 2.021
```

* E_HOMO: -0.3575 Ha
* orbital gap: 0.357 Eh
* structure (SMILES): CC[C@@H](Br)[C@@](C#N)(c1cccnc1)[C@@H](C#N)OC#N.CC(C)=O
* LUMO: -0.020 eV
* multiplicity: 1
* DFT total energy: -3563.222106 Eh